{"formula": "C6H12N3S3", "method": "the ωB97M-V functional and the def2-TZVPD basis", "homo_energy_ev": [-8.726, -11.564], "orbital_gap_ev": [6.46, 4.50], "spin_multiplicity": 3, "s2": 2.01, "e_lumo_ha": [-0.083, -0.260], "charge": 1, "de_lowest_kcal_mol": 5.44, "fmax_ev_per_a": 6.067, "symbols": ["C", "C", "C", "C", "C", "C", "N", "N", "N", "S", "S", "S", "H", "H", "H", "H", "H", "H", "H", "H", "H", "H", "H", "H"], "positions_angstrom": [[2.229, -1.370, -0.616], [3.528, -3.370, -1.201], [-3.566, 2.940, 1.303], [-2.130, 3.244, 1.859], [2.112, -3.706, -1.840], [-2.049, 1.652, 0.196], [3.291, -2.127, -0.411], [-3.339, 2.007, 0.251], [-1.295, 2.292, 1.135], [1.093, -2.254, -1.615], [-1.515, 0.407, -0.754], [1.847, 0.025, 0.203], [3.982, -4.009, -0.557], [4.259, -2.923, -1.908], [-4.278, 2.497, 1.952], [-4.073, 3.994, 1.068], [-1.981, 4.257, 1.793], [-1.925, 2.929, 2.852], [2.176, -4.078, -2.897], [1.832, -4.534, -1.338], [-3.814, 1.784, -0.565], [-0.348, 2.317, 0.831], [0.020, 0.147, -0.104], [3.943, -2.122, 0.365]], "atomic_forces_ev_per_a": [[-1.676, 0.982, -1.531], [-1.681, 5.299, -2.429], [-1.057, 3.364, 0.276], [-0.851, -2.676, 0.364], [3.040, 1.869, -1.744], [0.044, 0.562, 1.825], [3.211, -3.946, 0.832], [2.665, 0.036, 0.138], [-1.466, -0.759, -2.521], [-0.222, -0.822, -0.048], [1.293, -1.100, -0.723], [-1.587, 1.444, 0.775], [0.948, -2.552, 1.439], [-0.337, -1.349, -0.465], [-0.231, -0.402, 1.238], [1.100, -2.330, -0.314], [1.160, 2.261, -0.677], [-0.782, 0.217, 1.348], [-0.191, 0.888, 0.657], [-1.835, -2.523, 1.997], [-1.891, -0.174, -1.163], [0.935, 0.643, 0.654], [0.138, 0.236, -0.406], [-0.726, 0.832, 0.479]], "mulliken_charge": [0.40, -0.57, -0.41, -0.46, -0.52, 0.54, -0.24, -0.14, -0.15, 0.15, -0.42, -0.46, 0.40, 0.29, 0.29, 0.28, 0.30, 0.29, 0.40, 0.38, 0.19, 0.24, 0.00, 0.23]}

***

{"formula": "C20H20Cl2N6O4PPt", "method": "the ωB97M-V functional and the def2-TZVPD basis", "homo_energy_ev": -10.758, "orbital_gap_ev": 7.01, "e_lumo_ha": -0.138, "charge": 1, "de_lowest_kcal_mol": 15.39, "fmax_ev_per_a": 1.577, "symbols": ["Pt", "Cl", "C", "C", "C", "N", "C", "O", "C", "C", "C", "C", "C", "N", "C", "C", "C", "Cl", "N", "C", "O", "C", "C", "C", "C", "C", "N", "H", "H", "H", "H", "H", "H", "H", "H", "H", "H", "N", "C", "P", "O", "O", "C", "N", "H", "H", "H", "H", "H", "H", "H", "H", "H", "H"], "positions_angstrom": [[0.377, 0.036, 0.147], [-0.548, 5.781, -3.427], [-0.637, 4.582, -2.188], [0.000, 3.372, -2.384], [-0.042, 2.401, -1.399], [0.628, 1.122, -1.476], [0.985, 0.451, -2.489], [0.812, 0.823, -3.735], [1.606, -0.887, -2.203], [2.174, -1.637, -3.197], [2.767, -2.855, -2.867], [2.765, -3.251, -1.552], [2.154, -2.436, -0.609], [1.575, -1.289, -0.923], [-0.732, 2.627, -0.199], [-1.384, 3.836, -0.017], [-1.327, 4.808, -1.005], [-2.132, 6.301, -0.726], [-0.705, 1.567, 0.739], [-1.360, 1.476, 1.904], [-2.153, 2.253, 2.402], [-1.050, 0.150, 2.595], [-1.598, -0.127, 3.825], [-1.351, -1.361, 4.413], [-0.571, -2.280, 3.733], [-0.044, -1.928, 2.505], [-0.265, -0.736, 1.948], [0.541, 3.197, -3.301], [2.158, -1.256, -4.210], [3.221, -3.475, -3.629], [3.229, -4.178, -1.244], [2.139, -2.713, 0.433], [-1.927, 4.022, 0.895], [-2.203, 0.639, 4.294], [-1.762, -1.600, 5.387], [-0.362, -3.259, 4.144], [0.569, -2.617, 1.941], [-1.775, -0.597, -3.947], [-2.644, -0.232, -2.788], [-2.802, -1.653, -1.684], [-3.449, -2.813, -2.349], [-1.482, -1.866, -0.935], [-3.833, -1.147, -0.231], [-3.403, -2.204, 0.764], [-2.338, -0.689, -4.783], [-1.355, -1.511, -3.807], [0.091, 0.195, -4.115], [-3.630, 0.069, -3.141], [-2.214, 0.607, -2.235], [-4.903, -1.192, -0.408], [-3.544, -0.177, 0.175], [-2.384, -2.331, 0.508], [-3.866, -3.088, 0.560], [-3.543, -1.951, 1.736]], "atomic_forces_ev_per_a": [[0.329, 0.380, 0.586], [-0.017, -0.095, 0.098], [0.040, 0.134, -0.234], [0.254, -0.294, -0.142], [0.245, -0.430, -0.134], [-0.509, 0.989, 0.685], [0.233, -1.091, -0.178], [-0.864, -0.670, -1.136], [-0.281, 0.525, -0.308], [0.218, -0.186, -0.413], [-0.061, 0.105, -0.349], [0.068, -0.092, 0.211], [0.035, -0.102, 0.180], [-0.232, -0.062, 0.315], [-0.116, -0.486, 0.427], [-0.075, 0.025, 0.119], [-0.148, 0.082, 0.177], [-0.010, 0.019, -0.004], [0.199, 0.163, -0.327], [-0.134, -0.114, 0.051], [0.005, 0.096, 0.085], [0.013, 0.205, -0.203], [-0.153, -0.054, 0.303], [-0.083, 0.102, 0.090], [0.008, -0.133, 0.039], [0.094, -0.035, -0.124], [0.011, 0.001, -0.099], [-0.007, 0.031, -0.006], [0.075, -0.097, 0.048], [-0.022, 0.081, 0.022], [-0.045, 0.048, 0.020], [-0.025, -0.034, 0.067], [-0.005, 0.012, 0.009], [0.012, -0.049, -0.035], [0.019, 0.018, -0.063], [0.015, 0.059, -0.016], [-0.001, 0.011, -0.014], [0.358, 0.170, 0.223], [0.370, 0.094, -0.310], [0.555, -0.775, 0.192], [-0.029, 0.284, 0.089], [-0.271, -0.042, -0.331], [-0.117, 0.074, 0.149], [-0.081, 0.144, -0.331], [0.003, 0.041, -0.023], [-0.211, -0.185, 0.087], [0.434, 1.067, 0.338], [-0.010, -0.005, -0.020], [0.027, 0.059, -0.046], [-0.047, -0.067, 0.132], [-0.019, -0.027, -0.011], [0.105, 0.121, 0.005], [-0.113, -0.062, 0.004], [-0.040, 0.046, 0.104]], "mulliken_charge": [0.94, -0.18, -0.13, -0.57, 0.12, -0.09, 0.08, -0.57, 0.57, -0.53, -0.45, -0.87, 0.10, -0.21, 0.28, -0.83, 0.24, -0.17, -0.16, 0.73, -0.74, 0.12, -0.46, -0.47, -0.77, 0.02, -0.19, 0.54, 0.51, 0.47, 0.41, 0.44, 0.65, 0.50, 0.46, 0.45, 0.24, -0.60, -0.06, 0.62, -0.74, -0.76, -0.60, -0.23, 0.24, 0.33, 0.46, 0.54, -0.25, 0.45, 0.21, 0.24, 0.38, 0.32]}

***

{"formula": "C9H6N4O", "method": "the ωB97M-V functional and the def2-TZVPD basis", "homo_energy_ev": -8.418, "orbital_gap_ev": 8.38, "e_lumo_ha": -0.001, "smiles": "O=c1cn[nH]c2nc3ccccc3n12", "de_lowest_kcal_mol": 86.19, "fmax_ev_per_a": 6.835, "symbols": ["C", "C", "C", "C", "C", "C", "C", "C", "C", "H", "H", "H", "H", "H", "H", "N", "N", "N", "N", "O"], "positions_angstrom": [[2.209, 0.087, 0.065], [3.076, 1.209, -0.763], [0.199, 1.719, -0.368], [-1.341, 0.413, 0.122], [-2.710, -0.353, 0.169], [-2.679, -1.665, 0.411], [-1.539, -2.357, 0.670], [-0.225, -1.798, 0.558], [-0.157, -0.366, 0.258], [4.170, 0.939, -0.855], [1.002, 3.726, -0.804], [-3.631, 0.291, 0.383], [-3.636, -2.064, 0.315], [-1.469, -3.433, 0.990], [0.643, -2.591, 0.727], [2.548, 2.293, -1.164], [1.234, 2.554, -1.073], [-1.106, 1.838, -0.032], [0.776, 0.489, -0.062], [2.635, -0.930, 0.453]], "atomic_forces_ev_per_a": [[-0.154, 4.924, -4.194], [-0.849, -2.543, 2.152], [2.207, 1.036, 0.264], [-4.088, -2.045, 1.454], [3.063, 5.968, 1.157], [-0.858, 0.398, -0.344], [4.584, -1.723, 0.293], [-0.541, -0.668, 0.327], [-4.766, -3.036, 0.500], [-1.423, 0.798, -0.135], [1.184, -4.654, -1.569], [1.237, -1.119, -1.170], [-1.340, -1.460, 0.529], [-0.770, 1.163, -0.622], [-1.694, 2.542, -0.435], [0.573, 0.023, 0.205], [-4.342, 4.424, 2.878], [3.185, -2.733, -2.331], [4.908, -0.011, -0.018], [-0.115, -1.285, 1.058]], "mulliken_charge": [0.43, -0.13, 0.30, 0.25, -0.52, -0.45, -0.30, -0.49, 0.64, 0.36, 0.36, 0.28, 0.41, 0.29, 0.22, -0.52, -0.10, -0.65, 0.08, -0.44]}

***

{"formula": "C29H25F3N2O10P2RuTe", "method": "the ωB97M-V functional and the def2-TZVPD basis", "homo_energy_ev": [-2.552, -5.621], "orbital_gap_ev": [4.74, 6.13], "spin_multiplicity": 6, "s2": 8.78, "e_lumo_ha": [0.080, 0.019], "charge": -1, "de_lowest_kcal_mol": 36.91, "fmax_ev_per_a": 0.654, "symbols": ["Ru", "O", "C", "O", "C", "C", "C", "C", "C", "N", "H", "H", "H", "H", "O", "P", "O", "O", "O", "P", "O", "O", "O", "H", "H", "F", "C", "F", "F", "C", "C", "C", "C", "C", "C", "C", "C", "H", "H", "H", "H", "Te", "C", "C", "C", "C", "C", "C", "C", "C", "C", "C", "C", "C", "H", "H", "H", "H", "H", "H", "H", "H", "H", "H", "C", "C", "N", "O", "H", "H", "H", "H", "H"], "positions_angstrom": [[0.473, 1.446, -0.131], [0.359, -1.419, -3.191], [0.791, -0.625, -2.331], [0.294, -0.616, -1.103], [1.750, 0.408, -2.603], [2.464, 0.522, -3.809], [3.365, 1.528, -3.994], [3.566, 2.478, -2.933], [2.827, 2.352, -1.799], [1.920, 1.365, -1.610], [2.271, -0.223, -4.570], [3.921, 1.607, -4.919], [4.282, 3.283, -3.016], [2.935, 3.050, -0.975], [0.156, 5.034, 0.474], [-0.976, 4.061, 1.024], [-1.718, 4.665, 2.127], [-0.329, 2.671, 1.287], [-1.916, 3.826, -0.280], [-1.578, 3.305, -1.759], [-0.297, 4.232, -2.156], [-2.692, 3.523, -2.691], [-0.999, 1.902, -1.596], [0.327, 4.918, -0.476], [-0.559, 4.891, -2.811], [7.866, -0.148, 5.639], [6.915, -1.096, 5.474], [7.547, -2.215, 5.070], [6.425, -1.351, 6.711], [5.842, -0.660, 4.519], [5.588, -1.367, 3.355], [4.588, -0.942, 2.493], [3.832, 0.195, 2.784], [4.103, 0.900, 3.963], [5.098, 0.475, 4.822], [2.793, 0.620, 1.895], [1.915, 0.931, 1.116], [6.165, -2.249, 3.116], [4.379, -1.487, 1.583], [3.522, 1.783, 4.189], [5.297, 1.030, 5.731], [-2.112, -0.738, -2.138], [-2.434, -2.791, -2.419], [-2.858, -3.666, -1.427], [-3.029, -5.013, -1.715], [-2.763, -5.491, -2.990], [-2.313, -4.624, -3.974], [-2.137, -3.277, -3.688], [-4.028, -0.283, -1.366], [-4.624, -0.939, -0.292], [-5.864, -0.531, 0.171], [-6.503, 0.554, -0.418], [-5.893, 1.236, -1.457], [-4.651, 0.825, -1.930], [-3.053, -3.317, -0.427], [-3.363, -5.688, -0.938], [-2.892, -6.543, -3.211], [-2.082, -4.992, -4.965], [-1.741, -2.615, -4.447], [-4.120, -1.754, 0.203], [-6.321, -1.048, 1.005], [-7.464, 0.881, -0.045], [-6.364, 2.106, -1.894], [-4.160, 1.406, -2.704], [-1.605, -1.755, 2.395], [-1.343, -0.317, 2.022], [-0.927, 0.482, 3.013], [-1.490, 0.087, 0.868], [-2.276, -1.829, 3.251], [-0.661, -2.237, 2.655], [-2.030, -2.272, 1.543], [-0.733, 0.100, 3.920], [-0.677, 1.440, 2.782]], "atomic_forces_ev_per_a": [[0.123, -0.392, 0.034], [-0.087, -0.225, -0.113], [0.114, 0.263, 0.262], [-0.261, -0.026, -0.257], [0.045, -0.039, -0.093], [-0.022, -0.062, -0.019], [0.020, 0.081, 0.061], [0.061, -0.057, -0.149], [-0.179, -0.156, 0.149], [0.267, 0.257, -0.208], [0.007, -0.010, -0.006], [0.010, 0.022, -0.004], [0.012, 0.002, -0.021], [0.005, 0.005, -0.002], [0.198, 0.153, -0.046], [-0.008, -0.531, 0.040], [0.007, -0.119, 0.040], [-0.279, 0.585, -0.086], [-0.178, 0.328, 0.004], [0.139, -0.553, -0.095], [0.051, 0.178, -0.052], [0.003, -0.013, 0.115], [-0.190, 0.451, 0.228], [-0.037, -0.055, -0.001], [-0.016, -0.080, 0.026], [-0.055, -0.079, 0.021], [-0.094, 0.019, -0.108], [-0.032, 0.094, 0.061], [0.061, 0.028, -0.088], [0.152, -0.072, 0.152], [-0.091, 0.019, -0.121], [0.112, -0.073, 0.072], [-0.240, 0.120, -0.145], [0.063, -0.034, 0.046], [-0.073, 0.065, -0.019], [0.216, -0.116, 0.095], [-0.173, -0.027, 0.176], [0.018, -0.004, 0.019], [0.009, -0.008, -0.008], [-0.003, 0.016, 0.005], [0.026, -0.018, 0.012], [0.249, 0.298, -0.162], [0.055, -0.127, 0.089], [-0.035, -0.127, -0.156], [0.010, 0.039, 0.020], [-0.007, -0.047, -0.004], [0.013, 0.086, 0.026], [0.009, -0.131, -0.037], [0.056, -0.047, 0.229], [-0.120, 0.084, -0.049], [0.031, 0.013, -0.018], [-0.033, -0.031, 0.056], [0.082, 0.028, -0.063], [-0.037, 0.067, 0.050], [0.008, 0.037, 0.098], [0.001, -0.019, 0.006], [-0.009, -0.009, -0.002], [0.000, -0.023, -0.008], [0.002, 0.050, 0.022], [0.014, -0.047, 0.035], [-0.015, 0.008, 0.004], [-0.010, 0.004, -0.006], [-0.010, 0.003, 0.005], [0.007, -0.015, -0.026], [0.005, -0.027, 0.070], [0.035, 0.113, -0.187], [-0.063, 0.046, 0.069], [0.039, -0.177, 0.088], [-0.004, 0.013, -0.004], [0.020, 0.007, -0.007], [-0.045, -0.039, -0.085], [0.041, 0.079, -0.007], [0.014, -0.047, -0.023]], "mulliken_charge": [1.50, -0.84, 0.49, -0.50, 0.02, -0.71, -0.33, -0.87, -0.50, 0.15, 0.46, 0.40, 0.39, 0.50, -0.55, 0.53, -0.78, -0.38, -0.34, 0.31, -0.57, -0.79, 0.47, 0.45, 0.26, -0.26, 0.82, -0.29, -0.26, 0.38, -0.50, -0.59, 0.35, -0.58, -0.82, 0.57, -1.05, 0.43, 0.50, 0.50, 0.36, 0.85, 0.70, 0.00, -0.76, -0.42, -0.68, -0.47, 0.72, -0.08, -0.78, -0.43, -0.69, -0.50, -0.02, 0.40, 0.37, 0.38, 0.36, 0.10, 0.39, 0.37, 0.41, 0.34, -1.10, 0.58, -0.21, -0.40, 0.41, 0.37, -0.03, 0.17, 0.30]}

***

{"formula": "C6H11NO", "method": "the ωB97M-V functional and the def2-TZVPD basis", "homo_energy_ev": -9.100, "orbital_gap_ev": 9.95, "e_lumo_ha": 0.031, "de_lowest_kcal_mol": 105.08, "fmax_ev_per_a": 6.894, "symbols": ["C", "C", "C", "C", "C", "C", "H", "H", "H", "H", "H", "H", "H", "H", "H", "H", "H", "N", "O"], "positions_angstrom": [[0.345, -0.489, -0.059], [-0.914, -0.830, -0.635], [-1.826, 0.106, -0.055], [-0.877, 1.157, 0.622], [0.319, 0.931, -0.187], [1.831, -0.419, -0.461], [0.878, -1.717, 1.521], [-1.252, -1.946, -0.618], [-0.718, -0.607, -1.631], [-2.349, 0.379, -0.909], [-2.642, -0.300, 0.589], [-0.767, 0.747, 1.658], [-1.161, 2.229, 0.581], [0.406, 1.258, -1.245], [2.017, 1.043, 1.010], [2.500, -1.309, -0.005], [1.977, -0.406, -1.565], [1.799, 1.052, 0.037], [0.434, -0.877, 1.353]], "atomic_forces_ev_per_a": [[3.872, -3.766, 1.212], [0.068, -6.827, -0.954], [-2.365, 1.521, 2.111], [-2.104, 2.353, 0.916], [2.273, 2.029, 0.141], [0.864, -1.537, -0.483], [-0.043, 0.145, -0.749], [0.635, 1.786, 0.162], [-0.316, 0.164, -2.248], [-1.408, 1.871, -1.255], [1.076, 0.191, 0.032], [0.198, 1.097, -0.842], [-0.560, -0.739, 0.431], [-1.674, -0.252, 0.411], [0.144, -0.072, 0.898], [-1.109, 2.523, -0.796], [0.078, 0.003, 0.699], [1.006, -1.030, -0.051], [-0.636, 0.542, 0.365]], "mulliken_charge": [0.88, -0.89, -0.51, -0.62, -0.42, -0.65, 0.33, 0.28, 0.34, 0.30, 0.32, 0.26, 0.39, 0.32, 0.31, 0.29, 0.26, -0.62, -0.55]}

***

Copy entry 3 word for word.
{"formula": "C9H6N4O", "method": "the ωB97M-V functional and the def2-TZVPD basis", "homo_energy_ev": -8.418, "orbital_gap_ev": 8.38, "e_lumo_ha": -0.001, "smiles": "O=c1cn[nH]c2nc3ccccc3n12", "de_lowest_kcal_mol": 86.19, "fmax_ev_per_a": 6.835, "symbols": ["C", "C", "C", "C", "C", "C", "C", "C", "C", "H", "H", "H", "H", "H", "H", "N", "N", "N", "N", "O"], "positions_angstrom": [[2.209, 0.087, 0.065], [3.076, 1.209, -0.763], [0.199, 1.719, -0.368], [-1.341, 0.413, 0.122], [-2.710, -0.353, 0.169], [-2.679, -1.665, 0.411], [-1.539, -2.357, 0.670], [-0.225, -1.798, 0.558], [-0.157, -0.366, 0.258], [4.170, 0.939, -0.855], [1.002, 3.726, -0.804], [-3.631, 0.291, 0.383], [-3.636, -2.064, 0.315], [-1.469, -3.433, 0.990], [0.643, -2.591, 0.727], [2.548, 2.293, -1.164], [1.234, 2.554, -1.073], [-1.106, 1.838, -0.032], [0.776, 0.489, -0.062], [2.635, -0.930, 0.453]], "atomic_forces_ev_per_a": [[-0.154, 4.924, -4.194], [-0.849, -2.543, 2.152], [2.207, 1.036, 0.264], [-4.088, -2.045, 1.454], [3.063, 5.968, 1.157], [-0.858, 0.398, -0.344], [4.584, -1.723, 0.293], [-0.541, -0.668, 0.327], [-4.766, -3.036, 0.500], [-1.423, 0.798, -0.135], [1.184, -4.654, -1.569], [1.237, -1.119, -1.170], [-1.340, -1.460, 0.529], [-0.770, 1.163, -0.622], [-1.694, 2.542, -0.435], [0.573, 0.023, 0.205], [-4.342, 4.424, 2.878], [3.185, -2.733, -2.331], [4.908, -0.011, -0.018], [-0.115, -1.285, 1.058]], "mulliken_charge": [0.43, -0.13, 0.30, 0.25, -0.52, -0.45, -0.30, -0.49, 0.64, 0.36, 0.36, 0.28, 0.41, 0.29, 0.22, -0.52, -0.10, -0.65, 0.08, -0.44]}